a.
C4H7Cl in the gas phase, computed with ωB97M-V with the def2-TZVPD basis set.

Properties
SMILES   C=CCCCl
Total charge   0
Highest occupied orbital energy   -0.3579 Eh
Lowest unoccupied orbital energy   0.9859 eV

CARTESIAN COORDINATES (ANGSTROEM)
C1 0.367 2.016 -0.072
C2 -0.489 0.981 -0.297
C3 -0.428 -0.335 0.433
C4 0.370 -1.573 0.079
Cl1 -0.329 -2.338 -1.409
H1 0.299 2.900 -0.593
H2 1.265 2.008 0.566
H3 -1.265 1.039 -1.094
H4 -1.407 -0.823 0.349
H5 -0.025 -0.127 1.435
H6 0.253 -2.274 0.890
H7 1.388 -1.473 -0.285

=====

b.
C4H7Cl in the gas phase, computed with ωB97M-V with the def2-TZVPD basis set.

Properties
SMILES   C=C(C)CCl
Total charge   0
Highest occupied orbital energy   -0.3513 Eh
Lowest unoccupied orbital energy   0.8400 eV

CARTESIAN COORDINATES (ANGSTROEM)
C1 0.236 1.415 0.461
C2 0.022 0.149 -0.194
C3 0.010 -0.216 -1.599
C4 -0.557 -0.772 1.128
Cl1 0.454 -2.254 1.272
H1 0.310 1.335 1.727
H2 0.685 2.180 -0.164
H3 0.560 -1.205 -1.890
H4 -0.958 -0.273 -2.193
H5 0.936 0.637 -1.980
H6 -0.017 -0.005 2.037
H7 -1.684 -0.991 1.395

=====

The most stable of them is a.

=====

a.
A 2-piece molecular cluster, C4H9NO3 overall, computed with ωB97M-V with the def2-TZVPD basis set.

Properties
Spin multiplicity   2
Total charge   -1
Highest occupied orbital energy (spin up / spin down)   0.0095 / -0.1207 Eh
Lowest unoccupied orbital energy (spin up / spin down)   3.5933 / 3.5814 eV

CARTESIAN COORDINATES (ANGSTROEM)
O1 1.177 3.668 -1.551
C1 0.877 3.091 -0.434
C2 0.466 1.645 -0.217
N1 0.363 0.774 -1.399
H1 0.961 3.646 0.518
H2 1.200 1.221 0.480
H3 -0.514 1.684 0.282
H4 -0.233 -0.381 -0.908
H5 -0.230 1.181 -2.116
H6 1.290 0.605 -1.776
O2 -0.063 -0.956 1.683
C3 -0.565 -1.645 0.816
O3 -0.775 -1.342 -0.439
C4 -0.944 -3.086 1.196
H7 -1.600 -3.504 0.432
H8 0.011 -3.632 1.268
H9 -1.420 -2.969 2.166

=====

b.
A 3-piece molecular cluster, C4H9NO3 overall, computed with ωB97M-V with the def2-TZVPD basis set.

Properties
Spin multiplicity   2
Total charge   -1
Highest occupied orbital energy (spin up / spin down)   -0.1419 / -0.1416 Eh
Lowest unoccupied orbital energy (spin up / spin down)   3.7016 / 1.1350 eV

CARTESIAN COORDINATES (ANGSTROEM)
O1 -1.354 -1.670 -0.281
C1 0.746 0.070 2.182
C2 0.117 0.579 1.075
C3 0.562 0.863 -0.341
C4 1.609 -0.176 -0.841
N1 1.101 -1.079 -1.681
O2 2.731 -0.193 -0.266
H1 0.166 -0.059 3.099
H2 -0.928 0.695 1.236
H3 1.763 -0.313 2.084
H4 -0.308 0.831 -1.001
H5 1.054 1.877 -0.253
H6 -0.560 -1.553 -0.880
H7 0.652 -0.754 -2.585
H8 -1.891 -0.853 -0.444
H9 -3.241 0.994 -0.586
O3 -2.218 0.738 -0.517

=====

The most stable of them is a.

=====

a.
A 2-piece molecular cluster, C2H8NO overall, computed with ωB97M-V with the def2-TZVPD basis set.

Properties
Total charge   +1
Highest occupied orbital energy   -0.5985 Eh
Lowest unoccupied orbital energy   -4.9969 eV

CARTESIAN COORDINATES (ANGSTROEM)
O1 -2.045 1.359 1.359
H1 -2.150 2.111 0.794
H2 -2.739 1.218 2.002
H3 1.562 -1.804 -2.027
C1 1.786 -1.169 -1.134
C2 0.534 -0.358 -0.910
N1 0.176 -0.106 0.314
H4 2.679 -0.606 -1.180
H5 2.044 -1.848 -0.338
H6 -0.273 0.032 -1.538
H7 0.636 -0.699 0.915
H8 -0.554 0.629 0.565

=====

b.
A 2-piece molecular cluster, C2H8NO overall, computed with ωB97M-V with the def2-TZVPD basis set.

Properties
Total charge   +1
Highest occupied orbital energy   -0.6229 Eh
Lowest unoccupied orbital energy   -4.9216 eV

CARTESIAN COORDINATES (ANGSTROEM)
C1 0.117 -1.502 -0.445
C2 0.720 -0.006 1.319
N1 0.400 -0.204 0.102
H1 0.683 -1.719 -1.351
H2 -0.944 -1.715 -0.557
H3 0.470 -2.287 0.232
H4 1.024 -0.891 1.877
H5 0.694 0.930 1.863
H6 -0.101 0.656 -0.283
H7 -1.501 2.314 -0.336
H8 -0.888 2.337 -1.670
O1 -0.673 2.087 -0.749

=====

c.
A 2-piece molecular cluster, C2H8NO overall, computed with ωB97M-V with the def2-TZVPD basis set.

Properties
Total charge   +1
Highest occupied orbital energy   -0.6172 Eh
Lowest unoccupied orbital energy   -5.4638 eV

CARTESIAN COORDINATES (ANGSTROEM)
C1 -1.365 1.015 0.037
C2 1.074 0.956 0.117
N1 -0.107 0.282 0.078
H1 -1.951 1.006 1.024
H2 -2.050 0.536 -0.662
H3 -1.080 2.032 -0.233
H4 1.209 2.078 0.420
H5 1.975 0.516 0.233
H6 -0.099 -0.801 -0.038
H7 0.638 -2.961 0.402
H8 1.181 -2.346 -1.028
O1 0.574 -2.313 -0.349

=====

The most stable of them is b.

=====

a.
A 2-piece molecular cluster, C3H11N2O overall, computed with ωB97M-V with the def2-TZVPD basis set.

Properties
Spin multiplicity   2
Total charge   0
Highest occupied orbital energy (spin up / spin down)   -0.1646 / -0.3503 Eh
Lowest unoccupied orbital energy (spin up / spin down)   0.8684 / 0.8325 eV

CARTESIAN COORDINATES (ANGSTROEM)
C1 0.123 -0.286 -2.512
N1 -0.296 0.417 -1.251
C2 -0.946 -0.521 -0.376
O1 -1.246 0.113 0.919
H1 0.953 -0.990 -2.313
H2 0.528 0.438 -3.209
H3 -0.675 -0.864 -3.067
H4 -0.941 1.144 -1.617
H5 -1.840 -1.010 -0.809
H6 -0.209 -1.284 -0.151
H7 -2.181 0.169 0.898
C3 0.848 0.705 1.892
N2 1.658 -0.240 1.558
H8 0.517 1.485 1.159
H9 0.394 0.717 2.897
H10 1.896 -1.013 2.119
H11 1.835 -0.322 0.570

=====

b.
A 2-piece molecular cluster, C3H11N2O overall, computed with ωB97M-V with the def2-TZVPD basis set.

Properties
Spin multiplicity   2
Total charge   0
Highest occupied orbital energy (spin up / spin down)   -0.1372 / -0.3144 Eh
Lowest unoccupied orbital energy (spin up / spin down)   0.8954 / 0.8459 eV

CARTESIAN COORDINATES (ANGSTROEM)
C1 0.470 1.811 -1.021
C2 -0.894 1.486 -0.388
N1 -1.055 0.011 -0.336
C3 -0.541 -0.680 0.718
N2 -0.573 -2.039 0.745
H1 0.925 0.932 -1.530
H2 0.525 2.591 -1.782
H3 1.219 2.064 -0.252
H4 -0.959 1.998 0.674
H5 -1.775 1.986 -0.844
H6 -1.636 -0.518 -1.014
H7 -0.057 -0.243 1.688
H8 -1.223 -2.547 0.127
H9 -0.292 -2.674 1.460
H10 2.167 -0.172 -0.530
H11 2.796 -0.820 0.621
O1 1.937 -0.513 0.333

=====

The most stable of them is b.

=====

a.
C4H2 in the gas phase, computed with ωB97M-V with the def2-TZVPD basis set.

Properties
Total charge   0
Highest occupied orbital energy   -0.3333 Eh
Lowest unoccupied orbital energy   -0.4346 eV

CARTESIAN COORDINATES (ANGSTROEM)
C1 0.904 0.027 -1.311
C2 0.656 0.214 0.044
C3 -0.332 -0.866 -0.999
C4 -0.833 0.027 -0.124
H1 1.332 0.019 0.882
H2 -1.810 0.515 0.038

=====

b.
C4H2 in the gas phase, computed with ωB97M-V with the def2-TZVPD basis set.

Properties
Total charge   0
Highest occupied orbital energy   -0.3547 Eh
Lowest unoccupied orbital energy   -0.9869 eV

CARTESIAN COORDINATES (ANGSTROEM)
C1 0.166 -0.264 -0.461
C2 1.047 0.153 0.366
C3 -0.994 -0.390 -1.055
C4 -2.212 -0.314 -1.409
H1 2.044 0.171 0.802
H2 0.118 0.740 0.672

=====

The most stable of them is b.

=====

a.
A 2-piece molecular cluster, CH2N2O2S overall, computed with ωB97M-V with the def2-TZVPD basis set.

Properties
Total charge   0
Highest occupied orbital energy (spin up / spin down)   -0.3039 / -0.3012 Eh
Lowest unoccupied orbital energy (spin up / spin down)   -2.2303 / -1.1333 eV

CARTESIAN COORDINATES (ANGSTROEM)
C1 -0.276 -0.234 -0.266
N1 0.720 -0.731 -0.676
N2 -1.528 0.118 -0.126
O1 2.272 -0.864 0.813
O2 1.951 -0.919 -0.437
S1 0.511 2.315 0.232
H1 -1.524 0.975 0.349
H2 -2.127 -0.659 0.111

=====

b.
CH2N2O2S in the gas phase, computed with ωB97M-V with the def2-TZVPD basis set.

Properties
SMILES   O=C=NNSO
Total charge   0
Highest occupied orbital energy   -0.3451 Eh
Lowest unoccupied orbital energy   0.4780 eV

CARTESIAN COORDINATES (ANGSTROEM)
O1 2.306 0.765 2.012
C1 1.789 0.391 1.055
N1 1.284 0.206 0.004
N2 0.263 -0.475 -0.620
S1 -1.144 0.390 -1.156
O2 -2.363 -0.264 -0.315
H1 0.682 -1.107 -1.436
H2 -2.817 0.094 0.456

=====

The most stable of them is b.

=====

a.
A 2-piece molecular cluster, CH2N2O2S overall, computed with ωB97M-V with the def2-TZVPD basis set.

Properties
Total charge   0
Highest occupied orbital energy   -0.3682 Eh
Lowest unoccupied orbital energy   -1.4447 eV

CARTESIAN COORDINATES (ANGSTROEM)
C1 0.680 0.973 1.041
N1 -0.525 0.814 1.474
N2 1.765 1.083 0.669
O1 -0.751 -1.153 -1.088
O2 0.503 -0.925 -3.244
S1 0.038 -1.732 -2.098
H1 -0.615 0.698 2.455
H2 -1.094 0.242 0.791

=====

b.
CH2N2O2S in the gas phase, computed with ωB97M-V with the def2-TZVPD basis set.

Properties
Total charge   0
Highest occupied orbital energy   -0.3473 Eh
Lowest unoccupied orbital energy   0.6522 eV

CARTESIAN COORDINATES (ANGSTROEM)
C1 0.908 0.918 -0.080
N1 0.097 -1.012 0.426
N2 1.193 -0.305 0.056
O1 -2.145 -0.443 -0.807
O2 -0.405 1.261 0.119
S1 -1.412 -0.100 0.376
H1 1.601 1.684 -0.356
H2 0.162 -2.003 0.266

=====

The most stable of them is a.

=====

a.
CBrNO4 in the gas phase, computed with ωB97M-V with the def2-TZVPD basis set.

Properties
SMILES   O=C(OBr)[N+](=O)[O-]
Total charge   0
Highest occupied orbital energy   -0.4124 Eh
Lowest unoccupied orbital energy   -2.0025 eV

CARTESIAN COORDINATES (ANGSTROEM)
O1 -0.695 -1.256 0.977
C1 -0.635 -0.219 0.410
O2 -1.522 0.690 0.020
Br1 -3.242 -0.008 -0.177
N1 0.743 0.334 -0.020
O3 0.865 0.058 -1.129
O4 1.451 0.891 0.725

=====

b.
A 2-piece molecular cluster, CBrNO4 overall, computed with ωB97M-V with the def2-TZVPD basis set.

Properties
SMILES   O=NOBr.O=C=O
Total charge   0
Highest occupied orbital energy (spin up / spin down)   -0.4014 / -0.4003 Eh
Lowest unoccupied orbital energy (spin up / spin down)   -2.6502 / -2.7971 eV

CARTESIAN COORDINATES (ANGSTROEM)
O1 0.769 1.437 -0.005
N1 -0.081 0.617 0.181
O2 -1.051 0.618 0.917
Br1 -1.891 2.359 2.003
O3 0.934 -1.970 0.048
C1 0.737 -1.657 -1.027
O4 0.582 -1.403 -2.117

=====

The most stable of them is b.